(1)
Formula: C27H37ClN8OPtS5
Source: OMol25
Level of theory: ωB97M-V/def2-TZVPD

Geometry (Å):
1 Pt -1.25486 1.74089 -2.67610
2 N -1.24461 2.73245 0.94298
3 C -1.62515 3.68009 0.02932
4 N -1.74703 3.52633 -1.26227
5 C -2.28715 4.65214 -1.85677
6 C -2.49275 5.69568 -1.01938
7 S -2.03840 5.27671 0.59190
8 C -2.66665 4.57828 -3.25676
9 C -3.21712 5.58970 -3.96646
10 S -3.58887 5.06440 -5.56126
11 C -2.97116 3.46365 -5.15699
12 N -2.52353 3.37597 -3.92385
13 N -3.02695 2.49642 -6.06870
14 H -0.66557 0.85835 1.00358
15 H -1.36949 3.00014 1.91033
16 H -2.88605 6.67639 -1.22331
17 H -3.42964 6.59695 -3.65116
18 H -3.32031 2.73794 -6.99870
19 H -2.34939 1.71532 -5.97871
20 S -0.38006 -0.56156 -6.60886
21 C -0.87724 0.46192 -5.31595
22 S -1.98609 -0.14237 -4.07746
23 S 0.26547 1.63839 -4.68014
24 C -2.79736 0.80096 2.64724
25 C -2.72249 0.80120 1.11608
26 C -2.72966 -0.62923 0.58558
27 C -3.91113 1.55479 0.52298
28 N -1.44765 1.38789 0.63633
29 H -3.71668 0.31551 2.97674
30 H -2.79644 1.81591 3.05334
31 H -1.95126 0.25128 3.06934
32 H -3.60822 -1.16390 0.94879
33 H -1.83626 -1.17159 0.90142
34 H -2.75124 -0.61611 -0.50461
35 H -4.83676 1.04121 0.78426
36 H -3.82469 1.57874 -0.56403
37 H -3.97819 2.58135 0.89067
38 C 3.05846 -1.04820 4.34150
39 C 3.55993 -0.83532 2.90691
40 C 4.55587 -1.95309 2.56070
41 C 4.34733 0.48556 2.87740
42 C 2.35519 -0.75908 1.90507
43 O 1.80845 0.56942 1.90486
44 C 1.16066 -1.68051 2.24711
45 C 1.32364 -3.21751 2.35483
46 C 1.11348 -3.97263 1.06604
47 C 2.16992 -4.53617 0.36377
48 C 1.96007 -5.21133 -0.82788
49 C 0.67378 -5.32620 -1.32418
50 Cl 0.39928 -6.16605 -2.81246
51 C -0.40069 -4.78842 -0.63271
52 C -0.17252 -4.12537 0.55983
53 C 2.85732 -0.96099 0.46114
54 N 1.86337 -0.64118 -0.54566
55 C 1.30603 0.53827 -0.85444
56 N 0.41915 0.37153 -1.81125
57 C 0.47445 -0.96070 -2.08039
58 N 1.33914 -1.60402 -1.33219
59 H 3.90067 -0.97961 5.03120
60 H 2.59989 -2.02903 4.46994
61 H 2.33395 -0.28486 4.63896
62 H 5.29845 -2.02203 3.35683
63 H 5.08711 -1.74083 1.63238
64 H 4.08365 -2.92887 2.46855
65 H 5.23162 0.38935 3.50927
66 H 3.76042 1.32359 3.24937
67 H 4.68003 0.73283 1.86900
68 H 1.57878 0.80399 2.81060
69 H 0.40239 -1.46957 1.48786
70 H 0.75371 -1.31955 3.19530
71 H 0.56848 -3.55898 3.06640
72 H 2.29105 -3.48154 2.77561
73 H 3.18088 -4.46077 0.75060
74 H 2.78976 -5.64209 -1.37121
75 H -1.40368 -4.89484 -1.02372
76 H -1.01477 -3.72612 1.11403
77 H 3.13193 -1.99778 0.29979
78 H 3.72021 -0.31544 0.29735
79 H 1.56564 1.46912 -0.38183
80 H -0.12185 -1.44710 -2.83371

Forces on atoms 1 to 3 (eV/Å):
Pt 0.21 -0.28 -0.91
N 0.14 0.05 -0.04
C -0.06 0.23 -0.15

Relative energy (zero: lowest compared OMol25 entry of this formula, charge and spin) in eV: 1.382
HOMO-LUMO gap (alpha / beta) in hartree: 0.178 / 0.210
Spin multiplicity: 5
Net charge: 0
Energy in eV: -112510.8571
Maximum force in eV/A: 0.98
HOMO (alpha / beta) in eV: -4.960 / -6.929

(2)
Formula: C4H6O
Source: OMol25
Level of theory: ωB97M-V/def2-TZVPD

Geometry (Å):
1 O -0.70698 1.61752 -0.82726
2 C -0.45306 0.35429 -1.25414
3 C 0.55260 -0.31691 -0.35252
4 C 0.02109 -0.00566 1.12117
5 C 0.03554 -0.56519 2.20736
6 H -0.64174 1.28658 0.57999
7 H -1.33933 -0.28493 -1.43909
8 H 0.22260 0.24519 -2.13246
9 H 0.68329 -1.38447 -0.61150
10 H 1.51977 0.20478 -0.37837
11 H 0.10622 -1.15120 3.08681

Forces on atoms 1 to 3 (eV/Å):
O -0.01 -0.59 3.39
C 1.02 -0.86 -0.87
C -0.53 0.31 1.66

Relative energy (zero: lowest compared OMol25 entry of this formula, charge and spin) in eV: 4.488
HOMO-LUMO gap in hartree: 0.334
Net charge: 0
Energy in eV: -6287.4297
Maximum force in eV/A: 3.44
HOMO in eV: -9.568

(3)
Formula: C2H3NO3
Source: OMol25
Level of theory: ωB97M-V/def2-TZVPD

Geometry (Å):
1 C -0.64599 -0.33015 -0.87114
2 C -0.31836 0.43776 0.34787
3 O -0.96372 1.18464 1.03785
4 N 1.13198 0.11484 0.86006
5 O 1.52927 -0.93820 0.46844
6 O 1.67891 0.79921 1.68357
7 H -0.84330 0.41906 -1.63265
8 H -1.77930 -0.64679 -0.87429
9 H 0.21051 -1.04037 -1.01972

Forces on atoms 1 to 3 (eV/Å):
C -1.80 -0.22 -0.13
C -1.55 1.68 1.82
O 1.18 -1.30 -1.43

Relative energy (zero: lowest compared OMol25 entry of this formula, charge and spin) in eV: 4.631
HOMO-LUMO gap in hartree: 0.373
Net charge: 0
Energy in eV: -9751.4580
SMILES: CC(=O)[N+](=O)[O-]
Maximum force in eV/A: 2.92
HOMO in eV: -10.908

(4)
Formula: C31H44N6O12
Source: OMol25
Level of theory: ωB97M-V/def2-TZVPD

Geometry (Å):
1 C 13.29727 10.06557 12.98230
2 C 12.13310 9.90734 13.92576
3 C 12.09518 8.65628 14.81968
4 O 12.67560 9.07824 16.04524
5 C 12.58126 10.41909 16.13452
6 O 12.80429 11.11252 17.09383
7 O 12.13071 10.96665 14.91420
8 H 13.19905 11.02624 12.41796
9 H 13.19679 9.24592 12.26817
10 H 14.25335 9.91129 13.42615
11 H 11.27601 9.97540 13.36700
12 H 12.65623 7.81880 14.31324
13 H 11.07758 8.35845 15.09511
14 C 7.66134 13.92028 10.15350
15 C 8.76017 14.31051 11.04930
16 C 8.47822 14.57712 12.53711
17 O 8.85857 13.37852 13.16631
18 C 9.70649 12.73399 12.32091
19 O 10.37808 11.83285 12.71981
20 O 9.77853 13.25989 11.09390
21 H 6.99061 14.61484 9.72443
22 H 7.11984 13.05093 10.62953
23 H 8.22680 13.45020 9.32598
24 H 9.29951 15.10814 10.67863
25 H 7.42959 14.78209 12.77665
26 H 9.07649 15.41495 12.92677
27 C 14.30932 15.19954 16.32848
28 C 13.71442 14.24591 15.34601
29 C 12.14945 14.22053 15.52940
30 O 11.60712 14.17757 14.17142
31 C 12.65005 14.38061 13.29851
32 O 12.56670 14.42776 12.07964
33 O 13.83125 14.62915 13.98678
34 H 15.35689 15.39100 16.24434
35 H 14.21195 14.68439 17.23956
36 H 13.84924 16.13986 16.42478
37 H 14.08015 13.23290 15.35042
38 H 11.72263 15.12017 15.99556
39 H 11.77801 13.35619 16.08510
40 C 15.41604 15.15470 8.32115
41 C 14.64156 14.48096 9.44038
42 C 14.39837 12.94428 9.22060
43 O 15.41297 12.32028 10.03967
44 C 16.02570 13.27382 10.80172
45 O 16.90550 13.02533 11.59125
46 O 15.53744 14.42738 10.58452
47 H 14.86777 15.26940 7.46258
48 H 16.32637 14.58021 8.12699
49 H 15.85185 16.16864 8.55607
50 H 13.67533 14.95432 9.78136
51 H 14.52651 12.68416 8.13293
52 H 13.42364 12.57128 9.57324
53 C 15.97001 11.03451 15.46481
54 C 16.66906 11.65483 14.37742
55 C 17.30371 12.84528 14.64558
56 N 17.47489 13.38627 15.87811
57 C 16.73384 12.88467 16.81763
58 C 15.95915 11.71725 16.67620
59 H 15.53354 10.06336 15.38837
60 H 16.88009 11.40089 13.36972
61 H 17.78235 13.26587 13.81009
62 H 16.78971 13.33956 17.85205
63 H 15.47322 11.38964 17.55132
64 C 15.43864 13.19968 20.26850
65 C 14.69360 13.90833 21.30542
66 N 14.07626 14.40103 22.15853
67 H 16.07318 12.52017 20.88723
68 H 16.06087 13.94380 19.80482
69 H 14.81493 12.69880 19.58708
70 C 12.85598 17.98595 12.06950
71 C 11.62974 17.95260 12.85043
72 N 10.61650 17.67297 13.34574
73 H 13.73158 18.04207 12.74956
74 H 12.92001 18.81968 11.32690
75 H 12.99975 17.06730 11.55978
76 C 9.04215 18.79193 10.21860
77 C 10.37452 19.38149 10.06608
78 N 11.35204 19.96883 9.91009
79 H 8.45970 18.90073 9.29377
80 H 8.39351 19.21776 11.02501
81 H 9.25540 17.73995 10.53721
82 C 16.78353 15.80157 13.25871
83 C 16.49238 17.21771 13.07422
84 N 16.28336 18.30838 12.79292
85 H 17.56181 15.43025 12.58097
86 H 15.94624 15.17302 12.99231
87 H 16.94392 15.56698 14.29473
88 C 10.70576 12.11950 7.34998
89 C 11.70980 13.19502 7.30470
90 N 12.53621 14.00452 7.23582
91 H 9.71957 12.42957 7.12494
92 H 10.77232 11.80397 8.44991
93 H 11.01426 11.21295 6.79310

Forces on atoms 1 to 3 (eV/Å):
C -0.86 -0.07 -0.92
C 1.55 -0.02 1.66
C 0.15 -0.45 -1.15

HOMO-LUMO gap in hartree: 0.357
Net charge: 0
Energy in eV: -66369.3385
SMILES: C[C@H]1COC(=O)O1.C[C@H]1COC(=O)O1.C[C@H]1COC(=O)O1.C[C@H]1COC(=O)O1.c1ccncc1.CC#N.CC#N.CC#N.CC#N.CC#N
Maximum force in eV/A: 3.65
HOMO in eV: -9.635

(5)
Formula: C5H11NO
Source: OMol25
Level of theory: ωB97M-V/def2-TZVPD

Geometry (Å):
1 C -3.08384 -0.00543 0.21094
2 C -1.71575 0.41247 -0.22733
3 C -0.61828 0.35620 0.52323
4 C 0.68543 0.82918 0.06151
5 C 1.80310 0.53968 0.72712
6 N 3.12895 0.86032 0.44780
7 H -3.76250 0.84185 0.17684
8 H -3.49492 -0.77582 -0.44482
9 H -3.08529 -0.38488 1.23383
10 H -1.62134 0.59392 -1.29185
11 H -0.63737 -0.09640 1.51341
12 H 0.69154 1.28608 -0.92444
13 H 1.66088 0.23853 1.76427
14 H 3.70490 0.04464 0.61822
15 H 3.25935 1.16934 -0.51534
16 O 1.28319 -2.22041 -1.11426
17 H 0.92146 -2.26772 -2.00813
18 H 0.88049 -1.42157 -0.75099

Forces on atoms 1 to 3 (eV/Å):
C 0.13 -0.16 0.13
C -0.23 -0.87 0.00
C 0.23 0.41 0.02

Relative energy (zero: lowest compared OMol25 entry of this formula, charge and spin) in eV: 1.733
HOMO-LUMO gap in hartree: 0.326
Net charge: 0
Energy in eV: -8899.9643
SMILES: C/C=C/C=C/N.O
Maximum force in eV/A: 1.38
HOMO in eV: -7.899

(6)
Formula: CH4BrOP
Source: OMol25
Level of theory: ωB97M-V/def2-TZVPD

Geometry (Å):
1 H 0.64047 0.75137 2.16668
2 P 0.54605 -0.70896 2.28451
3 C 0.42672 -1.18008 0.62043
4 O 0.52489 -0.17765 -0.33091
5 H 0.22703 -2.19968 0.23803
6 H 0.33745 -0.55620 -1.17796
7 Br -1.79977 1.59240 -2.12434
8 H -0.90284 2.47880 -1.67644

Forces on atoms 1 to 3 (eV/Å):
H 0.02 -0.99 -0.49
P -0.22 -0.66 -1.09
C 0.12 2.24 1.11

Relative energy (zero: lowest compared OMol25 entry of this formula, charge and spin) in eV: 1.264
HOMO-LUMO gap in hartree: 0.337
Net charge: 0
Energy in eV: -82478.7214
SMILES: [H]/P=C\O.Br
Maximum force in eV/A: 2.63
HOMO in eV: -8.659